(1)
{
  "formula": "C4H12",
  "method": "wB97M-V/def2-TZVPD",
  "species": ["C", "C", "H", "H", "H", "H", "H", "H", "C", "C", "H", "H", "H", "H", "H", "H"],
  "xyz": [[1.230, -0.454, 1.389], [2.606, 0.110, 1.125], [0.736, 0.159, 2.047], [0.748, -0.616, 0.356], [1.205, -1.435, 1.669], [2.957, -0.245, 0.172], [3.349, -0.145, 1.918], [2.647, 1.215, 1.224], [-1.676, -0.273, -0.723], [-2.272, 0.663, -1.771], [-1.500, 0.109, 0.277], [-2.313, -1.232, -0.553], [-0.695, -0.675, -1.075], [-2.364, 0.212, -2.756], [-1.509, 1.464, -1.928], [-3.148, 1.143, -1.370]],
  "mulliken_charge": [-0.496, -0.920, 0.367, -0.137, 0.373, 0.298, 0.270, 0.261, -0.685, -0.902, 0.286, 0.265, 0.175, 0.294, 0.258, 0.293],
  "de_lowest_kj_mol": 77.48,
  "homo_lumo_gap_ev": 12.15,
  "smiles": "CC.CC"
}

=====

(2)
{
  "formula": "C24H40BaN9O4S",
  "method": "wB97M-V/def2-TZVPD",
  "species": ["Ba", "C", "C", "N", "N", "C", "N", "S", "C", "C", "C", "C", "C", "N", "H", "H", "H", "H", "H", "H", "H", "H", "H", "H", "N", "C", "C", "C", "N", "H", "H", "H", "H", "H", "H", "H", "H", "H", "H", "C", "N", "C", "C", "C", "N", "C", "C", "H", "H", "H", "H", "H", "H", "H", "H", "H", "H", "H", "H", "H", "H", "H", "H", "O", "C", "O", "C", "C", "C", "C", "C", "C", "N", "O", "O", "H", "H", "H", "H"],
  "xyz": [[0.126, 0.835, 0.060], [2.704, -1.564, -4.416], [2.192, -1.177, -3.031], [1.770, 0.005, -2.795], [1.772, 0.834, -3.900], [1.518, 2.172, -3.868], [1.626, 2.770, -5.106], [0.789, 2.915, -2.572], [2.065, -2.157, -1.960], [2.346, -3.506, -2.190], [2.173, -4.358, -1.134], [1.753, -3.923, 0.107], [1.391, -2.553, 0.180], [1.566, -1.671, -0.834], [3.676, -1.128, -4.726], [1.856, -1.346, -5.110], [2.954, -2.583, -4.443], [2.276, 0.547, -4.769], [2.236, 2.338, -5.762], [1.385, 3.759, -5.162], [2.732, -3.800, -3.161], [2.494, -5.398, -1.242], [1.703, -4.554, 0.931], [0.974, -2.196, 1.083], [1.156, 3.389, 1.239], [2.026, 3.206, 2.358], [3.425, 2.657, 1.927], [3.430, 1.209, 1.574], [3.079, 0.934, 0.185], [1.660, 3.980, 0.555], [0.279, 3.844, 1.456], [1.616, 2.497, 3.088], [2.166, 4.098, 2.972], [4.134, 2.868, 2.694], [3.888, 3.177, 1.053], [2.634, 0.614, 2.061], [4.443, 0.742, 1.820], [3.197, -0.085, 0.002], [3.569, 1.427, -0.585], [-2.654, 2.615, 1.778], [-2.307, 2.528, 0.372], [-2.114, 3.830, -0.254], [-3.373, 1.819, -0.428], [-3.092, 1.716, -1.870], [-2.166, 0.645, -2.193], [-2.660, -0.712, -1.940], [-1.784, 0.792, -3.603], [-3.512, 3.273, 1.954], [-1.772, 2.971, 2.401], [-2.780, 1.634, 2.132], [-3.000, 4.448, -0.199], [-1.743, 3.797, -1.287], [-1.261, 4.363, 0.257], [-4.336, 2.296, -0.254], [-3.528, 0.879, 0.082], [-2.575, 2.638, -2.214], [-4.008, 1.657, -2.408], [-3.673, -0.933, -2.321], [-2.735, -0.886, -0.903], [-2.018, -1.391, -2.393], [-2.601, 0.440, -4.241], [-0.942, 0.077, -3.784], [-1.420, 1.774, -3.787], [-1.672, -0.527, 1.600], [-0.801, -0.980, 2.410], [0.350, -0.458, 2.528], [-1.193, -2.112, 3.237], [-2.539, -2.498, 3.353], [-2.906, -3.491, 4.246], [-1.902, -4.130, 4.952], [-0.554, -3.832, 4.802], [-0.192, -2.832, 3.923], [-2.279, -5.027, 6.021], [-3.304, -5.696, 5.889], [-1.499, -5.130, 6.974], [-3.306, -1.933, 2.816], [-3.936, -3.735, 4.423], [0.147, -4.232, 5.491], [0.866, -2.474, 3.860]],
  "mulliken_charge": [0.802, -1.962, 1.114, 0.503, -0.465, 0.212, -0.414, -0.206, 0.639, -1.167, -0.425, -1.177, -0.670, 0.388, 0.348, 0.441, 0.367, 0.275, 0.186, 0.249, 0.235, 0.402, 0.631, 0.849, -0.246, -0.707, -0.870, -0.133, -0.230, 0.186, 0.101, 0.339, 0.439, 0.383, 0.312, 0.164, 0.315, 0.075, 0.138, -1.216, 1.024, -0.958, -0.553, -1.157, 1.024, -1.207, -1.259, 0.343, 0.200, 0.362, 0.334, 0.068, 0.248, 0.394, 0.252, 0.403, 0.258, 0.282, 0.244, 0.468, 0.396, 0.126, 0.406, -0.795, 0.208, -0.647, 0.350, -0.399, -0.659, 0.372, -0.728, -0.215, 0.872, -0.542, -0.548, 0.449, 0.454, 0.477, 0.451],
  "de_lowest_kj_mol": 31.14,
  "homo_lumo_gap_ev": 8.25,
  "charge": 1
}

=====

(3)
{
  "formula": "C3H2N2O3",
  "method": "wB97M-V/def2-TZVPD",
  "species": ["O", "C", "N", "N", "C", "C", "O", "O", "H", "H"],
  "xyz": [[-0.345, 2.226, -1.281], [0.119, 1.143, -0.887], [0.667, 0.134, -1.844], [0.472, -0.924, -1.101], [0.352, -0.660, 0.264], [-0.141, -1.451, 1.357], [-0.900, -1.181, 2.376], [0.169, 0.734, 0.494], [-0.239, -2.574, 1.107], [-1.102, -0.321, 2.391]],
  "mulliken_charge": [-0.505, 0.568, -0.247, -0.149, 0.408, -0.038, -0.376, -0.288, 0.306, 0.320],
  "de_lowest_kj_mol": 467.07,
  "homo_lumo_gap_ev": 8.00,
  "smiles": "O=C1N=N/C(=C/O)O1"
}

=====

(4)
{
  "formula": "C39H53F5O5P2SiTeTi",
  "method": "wB97M-V/def2-TZVPD",
  "species": ["Ti", "C", "C", "P", "C", "C", "C", "C", "C", "C", "C", "C", "C", "C", "C", "C", "C", "P", "C", "C", "C", "C", "C", "C", "C", "C", "C", "C", "C", "C", "H", "H", "H", "H", "H", "H", "H", "H", "H", "H", "H", "H", "H", "H", "H", "H", "H", "H", "H", "H", "H", "H", "H", "H", "H", "H", "C", "C", "C", "C", "O", "Si", "O", "O", "C", "C", "C", "C", "O", "C", "C", "C", "C", "H", "H", "H", "H", "H", "H", "H", "H", "H", "H", "H", "H", "H", "H", "H", "H", "H", "H", "H", "H", "H", "H", "H", "H", "H", "H", "H", "F", "Te", "F", "F", "F", "F", "O"],
  "xyz": [[0.510, 1.189, -1.740], [-2.624, -0.727, -0.158], [-2.844, 0.593, 0.624], [-1.425, 1.450, 1.350], [-1.386, 3.200, 0.959], [-2.581, 3.895, 0.738], [-2.551, 5.260, 0.480], [-1.332, 5.933, 0.455], [-0.151, 5.247, 0.700], [-0.171, 3.883, 0.958], [-1.525, 1.352, 3.128], [-1.848, 2.460, 3.911], [-2.000, 2.309, 5.282], [-1.845, 1.063, 5.869], [-1.529, -0.045, 5.091], [-1.366, 0.102, 3.726], [-2.674, -0.623, -1.694], [-1.088, -0.788, -2.611], [-1.496, -0.254, -4.294], [-2.813, -0.116, -4.733], [-3.075, 0.247, -6.045], [-2.028, 0.470, -6.928], [-0.716, 0.330, -6.500], [-0.452, -0.028, -5.188], [-0.828, -2.575, -2.778], [0.304, -3.183, -2.251], [0.561, -4.526, -2.497], [-0.326, -5.271, -3.256], [-1.476, -4.677, -3.765], [-1.722, -3.335, -3.537], [-3.456, -1.363, 0.142], [-1.726, -1.245, 0.186], [-3.469, 0.378, 1.494], [-3.388, 1.310, 0.007], [-3.530, 3.376, 0.760], [-3.475, 5.793, 0.299], [-1.309, 6.994, 0.243], [0.795, 5.773, 0.683], [0.755, 3.355, 1.126], [-1.978, 3.438, 3.467], [-2.244, 3.169, 5.890], [-1.970, 0.952, 6.938], [-1.406, -1.017, 5.550], [-1.115, -0.758, 3.120], [-3.138, 0.312, -2.009], [-3.304, -1.436, -2.063], [-3.646, -0.282, -4.062], [-4.099, 0.355, -6.378], [-2.236, 0.751, -7.951], [0.102, 0.505, -7.185], [0.579, -0.136, -4.869], [0.972, -2.606, -1.626], [1.451, -4.990, -2.092], [-0.125, -6.315, -3.456], [-2.171, -5.259, -4.354], [-2.599, -2.876, -3.978], [0.900, -2.703, 3.358], [0.324, -3.029, 1.992], [1.101, -4.154, 1.336], [-1.145, -3.410, 2.068], [0.413, -1.856, 1.096], [1.113, -0.422, 1.010], [-0.085, 0.769, 0.906], [1.660, -0.226, -0.573], [3.045, -0.536, -1.099], [3.956, 0.637, -0.796], [2.889, -0.704, -2.600], [3.518, -1.813, -0.434], [2.096, -0.116, 2.198], [2.919, 0.744, 3.052], [2.425, 0.535, 4.473], [4.357, 0.270, 2.928], [2.732, 2.191, 2.631], [0.830, -3.589, 3.989], [0.357, -1.894, 3.846], [1.949, -2.421, 3.286], [1.001, -5.061, 1.932], [2.163, -3.915, 1.268], [0.712, -4.356, 0.341], [-1.244, -4.320, 2.660], [-1.540, -3.614, 1.072], [-1.760, -2.646, 2.544], [3.672, 1.527, -1.356], [4.974, 0.365, -1.075], [3.947, 0.878, 0.262], [2.479, 0.196, -3.073], [2.281, -1.566, -2.871], [3.877, -0.832, -3.042], [3.660, -1.672, 0.640], [4.480, -2.098, -0.858], [2.819, -2.631, -0.600], [2.543, -0.505, 4.777], [1.378, 0.819, 4.564], [3.008, 1.155, 5.155], [4.413, -0.806, 3.099], [4.965, 0.763, 3.686], [4.794, 0.494, 1.957], [1.748, 2.546, 2.945], [2.833, 2.317, 1.552], [3.481, 2.817, 3.117], [-3.278, 2.929, -1.902], [-1.612, 3.688, -2.250], [0.923, 2.038, -3.233], [-1.562, 2.965, -3.939], [1.462, 2.385, -0.756], [-2.643, 5.086, -2.973], [-1.098, 1.767, -1.489]],
  "mulliken_charge": [-1.129, 0.005, -1.744, 2.297, 0.176, -0.773, -0.870, -0.659, -1.078, -0.422, 0.857, -0.898, -0.780, -0.874, -0.595, 0.195, -2.056, 1.657, 0.913, -0.425, -0.845, -0.627, -0.771, -0.387, 0.301, 0.462, -1.097, -0.795, -0.841, -1.129, 0.696, -0.976, 0.837, 0.729, 0.467, 0.494, 0.438, 0.501, 0.457, 0.402, 0.466, 0.432, 0.532, -0.447, 0.620, 1.042, 0.421, 0.449, 0.438, 0.464, 0.144, 0.567, 0.494, 0.425, 0.465, 0.455, -1.338, 1.695, -1.530, -1.602, 0.518, -1.208, 0.224, 2.287, 1.480, -1.473, -1.452, -0.680, 0.408, 1.659, -1.370, -1.518, -1.345, 0.650, 0.041, 0.151, 0.520, 0.273, 0.262, 0.571, 0.269, 0.188, 0.265, 0.589, -0.271, 0.314, -0.032, 0.681, -0.043, 0.681, -0.192, 0.317, 0.166, 0.510, 0.295, 0.536, 0.300, 0.260, 0.120, 0.650, -0.454, 1.417, -0.491, -0.383, -0.368, -0.417, 0.791],
  "de_lowest_kj_mol": 0.00,
  "homo_lumo_gap_ev": 7.85,
  "charge": 2
}

=====

What did the third record say?
{
  "formula": "C3H2N2O3",
  "method": "wB97M-V/def2-TZVPD",
  "species": ["O", "C", "N", "N", "C", "C", "O", "O", "H", "H"],
  "xyz": [[-0.345, 2.226, -1.281], [0.119, 1.143, -0.887], [0.667, 0.134, -1.844], [0.472, -0.924, -1.101], [0.352, -0.660, 0.264], [-0.141, -1.451, 1.357], [-0.900, -1.181, 2.376], [0.169, 0.734, 0.494], [-0.239, -2.574, 1.107], [-1.102, -0.321, 2.391]],
  "mulliken_charge": [-0.505, 0.568, -0.247, -0.149, 0.408, -0.038, -0.376, -0.288, 0.306, 0.320],
  "de_lowest_kj_mol": 467.07,
  "homo_lumo_gap_ev": 8.00,
  "smiles": "O=C1N=N/C(=C/O)O1"
}